Entry 1:
180
Properties=species:S:1:pos:R:3 method="wB97M-V/def2-TZVPD" lumo_ha=-0.147 e_homo_ev=-11.293 gap_ev=7.282 charge=+1
C 2.49596 -0.28955 -4.36915
O 2.46224 0.16684 -3.02262
C 3.35944 -0.52910 -2.15216
C 4.77453 0.05207 -2.10077
C 4.77315 1.58444 -1.94112
C 4.79977 2.26471 -3.32458
C 4.09965 3.62750 -3.36893
C 2.66202 3.44161 -2.85965
N 1.67094 4.42652 -3.38169
C 0.68859 4.66268 -2.42827
N 0.11359 3.74071 -1.55283
N 0.27421 5.89068 -2.30266
C 1.10050 4.02775 -4.67677
F 2.09540 3.81768 -5.56322
F 0.43706 5.12230 -5.13436
C 0.20616 2.78152 -4.65514
C -1.30631 3.10020 -4.73300
Si -2.40471 1.71960 -3.99061
C -1.41492 0.29804 -3.25331
C -3.43322 1.03885 -5.42063
C -3.47117 2.57214 -2.69286
C -4.26013 3.64077 -3.12472
C -5.04266 4.34851 -2.22359
C -5.01556 3.97623 -0.88521
C -4.24815 2.91113 -0.45444
C -3.45972 2.19103 -1.35061
H 1.46866 -0.53139 -4.66846
H 3.11258 -1.18002 -4.50254
H 2.82198 0.52211 -5.03080
H 3.34449 -1.59673 -2.39801
H 2.94556 -0.44761 -1.14036
H 5.28809 -0.43902 -1.26830
H 5.33520 -0.21898 -3.00424
H 5.66859 1.84824 -1.37259
H 3.90591 1.85875 -1.33258
H 5.85181 2.43565 -3.57988
H 4.42778 1.58286 -4.09057
H 4.16847 4.01907 -4.38391
H 4.62971 4.32980 -2.71818
H 2.69900 3.58476 -1.77765
H 2.37094 2.39606 -3.01735
H 0.76662 3.39957 -0.85667
H -0.35238 2.97990 -2.03874
H 0.85233 6.69065 -2.52672
H -0.64648 6.03026 -1.89937
H 0.45154 2.21061 -5.55432
H 0.44856 2.12795 -3.81590
H -1.48197 4.01634 -4.15348
H -1.61130 3.32825 -5.75389
H -0.69394 0.69413 -2.52249
H -2.06071 -0.37681 -2.68462
H -0.86199 -0.27709 -3.99854
H -3.93648 1.82436 -5.98956
H -4.16494 0.31515 -5.05650
H -2.76640 0.51118 -6.11334
H -4.24938 3.93735 -4.17151
H -5.63371 5.17616 -2.59804
H -5.61001 4.54966 -0.18184
H -4.25128 2.62167 0.59285
H -2.83871 1.36356 -1.02438
O -4.06894 1.98294 3.18794
S -3.60717 1.79069 4.53431
O -2.47668 2.51644 5.02354
O -3.36899 0.23355 4.77462
C -2.47979 -0.47529 3.88704
C -1.02093 -0.14502 4.13529
C -4.94907 1.99072 5.65115
H -2.75853 -0.28134 2.84878
H -2.65675 -1.53211 4.07857
H -0.80354 0.89633 3.90042
H -0.38008 -0.77261 3.51463
H -0.76667 -0.30241 5.18320
H -5.80108 1.41324 5.29532
H -5.19075 3.05157 5.67176
H -4.63340 1.65923 6.63688
O -2.81671 0.63539 -8.92898
S -3.60215 1.79155 -9.24126
O -4.98490 1.85778 -8.88723
O -3.43283 2.12711 -10.78212
C -3.74497 1.09481 -11.74528
C -5.23535 0.85656 -11.88206
C -2.79821 3.22893 -8.61664
H -3.21656 0.17625 -11.48493
H -3.33913 1.44544 -12.69196
H -5.66023 0.45386 -10.96368
H -5.43034 0.14448 -12.68390
H -5.75454 1.78999 -12.09943
H -1.74996 3.20547 -8.90366
H -2.89733 3.20305 -7.53466
H -3.29445 4.10979 -9.01577
O 2.25609 -2.37424 2.97112
S 3.50376 -2.82316 2.42830
O 4.15818 -2.06186 1.40139
O 3.32525 -4.32483 1.92144
C 2.26785 -4.58760 0.98399
C 2.58749 -4.05019 -0.39549
C 4.64390 -3.14444 3.72068
H 1.32759 -4.18029 1.36116
H 2.15867 -5.66987 0.94596
H 2.65129 -2.96305 -0.38188
H 1.81448 -4.33620 -1.11030
H 3.55009 -4.42714 -0.74244
H 4.15940 -3.74808 4.48427
H 4.94538 -2.18291 4.13353
H 5.50734 -3.65950 3.30746
O -6.32056 -2.38729 4.20664
S -6.91375 -1.25738 3.55801
O -7.43041 -0.16490 4.32986
O -8.05081 -1.77702 2.56862
C -9.09513 -2.60887 3.11355
C -10.08132 -1.82880 3.96071
C -5.81614 -0.62062 2.34887
H -8.65433 -3.43465 3.67471
H -9.60769 -3.03835 2.25384
H -9.60792 -1.43205 4.85736
H -10.90442 -2.47295 4.27109
H -10.48147 -0.98209 3.40188
H -5.43988 -1.43806 1.73950
H -5.00237 -0.13671 2.88267
H -6.34216 0.10752 1.73787
O -6.71000 -0.50862 -0.70174
S -7.40136 -0.26891 -1.93243
O -7.78811 1.05541 -2.30438
O -8.65973 -1.23256 -2.01024
C -9.61486 -1.18790 -0.92644
C -10.47036 0.06300 -0.95265
C -6.48221 -0.97701 -3.25493
H -9.09421 -1.29466 0.02817
H -10.24379 -2.06706 -1.05417
H -9.87398 0.95661 -0.77377
H -11.23816 0.01018 -0.18035
H -10.94933 0.18000 -1.92485
H -6.20644 -1.99529 -2.99373
H -5.59339 -0.36304 -3.38486
H -7.08868 -0.95357 -4.15680
O 4.16510 -6.43063 5.44285
S 3.96720 -7.83755 5.62302
O 3.92175 -8.71453 4.49541
O 2.67005 -8.06025 6.51631
C 1.43051 -7.47102 6.07375
C 0.83158 -8.19595 4.88449
C 5.14395 -8.45686 6.77509
H 1.58139 -6.41132 5.85913
H 0.75411 -7.53684 6.92377
H 1.46318 -8.10142 4.00216
H -0.14799 -7.78116 4.64473
H 0.72648 -9.25978 5.09718
H 5.16361 -7.80968 7.64763
H 6.11132 -8.45222 6.27730
H 4.86777 -9.47263 7.04519
O 5.19290 -0.18710 5.32652
S 5.56578 1.17546 5.56706
O 6.60525 1.50315 6.49139
O 4.26037 2.00558 5.93304
C 3.45323 1.55237 7.04139
C 4.09899 1.82774 8.38487
C 5.91812 1.95732 4.02841
H 3.22230 0.49250 6.92004
H 2.51554 2.09952 6.96441
H 5.01393 1.25110 8.51221
H 3.41705 1.56043 9.19234
H 4.36297 2.88154 8.47456
H 5.11700 1.73668 3.32740
H 6.86213 1.55295 3.66461
H 6.01386 3.02734 4.19286
O 9.66393 1.77491 3.41801
S 10.85055 1.04802 3.76582
O 12.14719 1.61450 3.57054
O 10.79435 -0.38666 3.07633
C 10.63130 -0.44807 1.64615
C 11.88894 -0.05198 0.89754
C 10.72463 0.50686 5.43516
H 9.77935 0.16501 1.34493
H 10.38097 -1.48371 1.42310
H 12.13463 0.99651 1.05957
H 11.75463 -0.20535 -0.17375
H 12.73935 -0.64210 1.23868
H 9.75176 0.04774 5.59066
H 10.83189 1.38758 6.06465
H 11.52840 -0.19666 5.63584

Entry 2:
14
Properties=species:S:1:pos:R:3 method="wB97M-V/def2-TZVPD" lumo_ha=-0.010 e_homo_ev=-7.741 gap_ev=7.457 relative_energy_ev=5.081
C -0.16865 -1.50384 1.04855
C 0.22255 -0.80555 -0.26020
C 1.04228 0.39932 -0.12246
C 0.08796 1.72170 -1.64252
N 1.20166 1.10627 -1.21594
H 0.65769 -2.08639 1.42927
H -0.47672 -0.75095 1.77543
H -0.98202 -2.19751 0.86718
H -0.65769 -0.37266 -0.78369
H 0.67308 -1.47651 -0.97048
H 1.32336 0.86316 0.81637
H -1.77065 1.17531 0.67062
H 0.26832 2.20751 -2.62692
H -1.42116 1.72014 1.01481

Entry 3:
18
Properties=species:S:1:pos:R:3 method="wB97M-V/def2-TZVPD" lumo_ha=0.035 e_homo_ev=-7.711 gap_ev=8.661 relative_energy_ev=2.353
C -1.87673 0.47767 -0.51963
C -1.36650 -0.87001 -0.10082
C 0.14523 -0.89880 -0.33740
C 0.91565 0.01388 0.61985
C 2.40777 0.08074 0.24434
C 0.31927 1.42680 0.76157
N -0.88194 1.53219 0.21030
H -1.51660 2.30218 0.15973
H -1.86361 0.61865 -1.61953
H -2.94090 0.63697 -0.21640
H -1.57988 -0.98747 0.96961
H -1.85610 -1.69854 -0.62146
H 0.50872 -1.92290 -0.23673
H 0.35404 -0.57782 -1.36967
H 0.86701 -0.42458 1.63386
H 2.85099 -0.92441 0.20247
H 2.53595 0.53762 -0.74388
H 2.97764 0.67786 0.96380

Entry 4:
96
Properties=species:S:1:pos:R:3 method="wB97M-V/def2-TZVPD" lumo_ha=-0.116 e_homo_ev=-9.697 gap_ev=6.542 relative_energy_ev=0.000 charge=+1
Ga -0.92643 3.10659 -0.27381
C 4.34170 -2.41020 -0.09061
C 3.43809 -1.99855 -1.23979
N 2.37524 -1.08083 -0.81560
C 2.40588 0.20202 -1.21988
C 1.53794 1.17278 -0.81215
C 1.59105 2.48606 -1.56316
O 2.56525 2.71765 -2.25157
O 0.55207 3.23885 -1.45196
C 0.63332 0.85841 0.23668
O -0.07069 1.69713 0.85975
C 0.48122 -0.55475 0.54925
C -0.61142 -0.95908 1.32309
C -0.85442 -2.28790 1.48480
F -1.87736 -2.69057 2.27377
C -0.06691 -3.27161 0.85824
C 1.04936 -2.87172 0.15418
C 1.33234 -1.51029 -0.01007
N -0.42891 -4.63054 0.90504
C 0.47462 -5.62428 1.42166
C 0.40574 -6.88291 0.57649
N -1.02723 -7.34775 0.53803
C -1.95450 -6.27366 0.00884
C -1.81419 -5.04469 0.88293
H 5.12203 -3.07691 -0.45498
H 3.78944 -2.92544 0.69527
H 4.81835 -1.53583 0.35158
H 2.98876 -2.86139 -1.73475
H 4.01088 -1.46852 -1.99821
H 3.16636 0.46786 -1.94364
H -1.24919 -0.20890 1.77006
H 1.64614 -3.61998 -0.34760
H 0.22955 -5.88227 2.46620
H 1.49810 -5.25396 1.41889
H 1.00810 -7.69582 0.97918
H 0.68706 -6.68259 -0.45611
H -1.32025 -7.58747 1.49050
H -1.11368 -8.20128 -0.01795
H -2.96665 -6.67038 0.01300
H -1.64103 -6.07033 -1.01374
H -2.19509 -5.26300 1.89232
H -2.45066 -4.27114 0.46108
C 4.95907 2.57102 0.75128
C 5.24031 4.03940 0.41676
C 5.54655 4.14986 -1.08378
C 6.46460 4.49032 1.22043
C 4.02349 4.91319 0.71335
C 4.15865 6.29651 0.94126
C 3.06901 7.12408 1.12603
C 1.79895 6.55813 1.06863
S 0.23814 7.29401 1.26522
C -0.49191 5.74357 1.03970
N 0.32727 4.76227 0.84277
C 1.64408 5.19426 0.84470
C 2.75450 4.37375 0.68794
C -1.94313 5.48099 1.02408
C -2.86591 6.36917 1.55803
C -4.20745 6.01724 1.58152
C -4.60871 4.78675 1.08003
C -3.67443 3.90912 0.53794
C -2.32830 4.24437 0.49779
H 5.88200 1.99593 0.66076
H 4.23192 2.13548 0.06268
H 4.58231 2.45403 1.76918
H 6.42872 3.55676 -1.33252
H 5.74791 5.18557 -1.36164
H 4.70073 3.80175 -1.68158
H 7.28842 3.79624 1.04918
H 6.25566 4.51273 2.29123
H 6.81258 5.47771 0.92015
H 5.14273 6.74180 0.95753
H 3.20507 8.18263 1.29655
H 2.59785 3.31510 0.53887
H -2.54502 7.31900 1.96839
H -4.93699 6.69904 1.99616
H -5.65602 4.51594 1.10132
H -4.00327 2.96539 0.11699
C -6.61159 -6.43189 -1.97637
C -5.79024 -5.17374 -1.82350
O -4.59873 -5.19868 -1.61862
S -6.76117 -3.70239 -1.99572
C -5.55239 -2.42968 -1.79042
C -4.98354 -1.83354 -2.91038
C -4.08543 -0.79111 -2.76132
C -3.73424 -0.32940 -1.49076
C -4.31192 -0.93785 -0.37327
C -5.21481 -1.97700 -0.51968
C -2.79150 0.74309 -1.33142
C -1.94291 1.60016 -1.17845
H -6.24585 -6.97597 -2.84729
H -7.67178 -6.22519 -2.10492
H -6.46831 -7.05755 -1.09610
H -5.26162 -2.17570 -3.89814
H -3.65080 -0.31668 -3.63016
H -4.06499 -0.56877 0.61415
H -5.67754 -2.42401 0.35015

Entry 5:
13
Properties=species:S:1:pos:R:3 method="wB97M-V/def2-TZVPD" lumo_ha=0.000 e_homo_ev=-8.029 gap_ev=8.021 relative_energy_ev=0.791
N 1.87547 -1.10383 0.77105
C 0.76698 -0.38570 0.36754
N 1.14480 0.77770 -0.06265
C 0.14947 1.49322 -0.66894
S 0.62669 2.94247 -1.35218
N -1.23574 1.05308 -0.78935
C -1.59646 -0.10006 -0.13565
C -0.61987 -0.94031 0.41284
F -1.04359 -2.13260 1.02200
H 1.68212 -2.07064 0.98360
H 2.64842 -0.54037 1.14335
H -1.73690 1.48619 -1.55065
H -2.66140 -0.47916 -0.14096

Entry 6:
12
Properties=species:S:1:pos:R:3 method="wB97M-V/def2-TZVPD" lumo_ha=0.002 e_homo_ev=-8.039 gap_ev=8.091 relative_energy_ev=5.778
C 0.53405 -0.88770 0.01404
C -0.70492 -1.65677 0.15721
C 1.02716 0.47486 0.55941
C 0.46964 0.41212 -0.80404
O -1.60165 0.78345 1.26918
O -0.83074 0.90769 -1.10290
O -1.85056 -1.16055 -0.22802
S -2.09007 0.55663 -0.07500
H 1.45562 -1.41247 0.00267
H 2.14106 0.69223 0.69993
H 0.52290 0.91385 1.29667
H 0.92752 0.37665 -1.78917

Entry 7:
50
Properties=species:S:1:pos:R:3 method="wB97M-V/def2-TZVPD" lumo_ha=0.100 e_homo_ev=-3.808 gap_ev=6.527 relative_energy_ev=0.290 charge=-1
O 0.55913 -0.98233 -3.68061
C -0.58618 -0.50102 -3.66817
O -1.74330 -0.88279 -3.91532
C -0.60168 0.99266 -3.10194
C -1.75130 1.83360 -3.68044
C -2.77082 1.81075 -2.60344
C -4.07675 2.28225 -2.64568
C -4.86234 2.15937 -1.49545
C -4.33273 1.59403 -0.32466
C -3.00120 1.16127 -0.27705
C -2.22863 1.23260 -1.43570
N -0.92745 0.80059 -1.70397
C -0.03937 0.16683 -0.87039
C -0.36561 -0.39911 0.31441
C 0.57096 -1.08667 1.26104
C -0.15055 -1.35189 2.63143
C 0.28278 -0.87988 3.87209
C -0.41937 -1.19474 5.04635
C -1.63024 -1.88480 4.97143
C -2.10811 -2.30637 3.72615
C -1.34379 -2.07206 2.57545
S 2.08469 -0.35482 1.61591
O 2.74787 -1.26894 2.52362
O 1.82440 1.01816 1.98004
C 3.30109 -0.23609 0.27998
C 3.64331 -1.33232 -0.51647
C 4.75077 -1.23480 -1.36529
C 5.57509 -0.10436 -1.34663
C 5.29253 0.92974 -0.44595
C 4.17394 0.85451 0.38667
H 0.39046 1.42690 -3.23501
H -1.39152 2.85414 -3.87399
H -2.13310 1.43800 -4.62561
H -4.44488 2.73161 -3.57226
H -5.89343 2.51539 -1.50346
H -4.95365 1.50076 0.56410
H -2.57469 0.79811 0.64835
H 0.97225 0.08300 -1.28391
H -1.41080 -0.55752 0.55199
H 0.86487 -2.04330 0.79360
H 1.18370 -0.28079 4.02728
H 0.00756 -0.90887 6.01943
H -2.18524 -2.11715 5.88160
H -3.05047 -2.84797 3.63814
H -1.66313 -2.44936 1.60695
H 3.04305 -2.23643 -0.46117
H 4.98871 -2.06517 -2.02606
H 6.45395 -0.03946 -2.00442
H 5.95323 1.79398 -0.36917
H 3.97600 1.64079 1.11620

Entry 8:
106
Properties=species:S:1:pos:R:3 method="wB97M-V/def2-TZVPD" lumo_ha=-0.157 e_homo_ev=-11.061 gap_ev=6.788 charge=+1
C 2.01811 -0.99274 1.60365
C 1.60679 -0.71415 0.03143
C 2.45244 0.51807 -0.64843
C -0.04546 -0.58394 -0.19407
C -0.77873 0.23116 1.02437
N -2.26753 0.43808 0.85650
C -2.89403 1.78930 0.59206
P -2.16622 3.54448 0.40387
C -1.93270 4.43576 2.07866
C -0.59405 3.58752 -0.67991
N -4.40208 1.73721 0.48825
C -4.64666 0.23586 0.72709
N -5.89291 -0.33484 0.76209
Cl -6.27416 -1.98852 1.06826
C -7.09742 0.60575 0.54705
N -7.50903 0.70429 -0.92019
N -3.33438 -0.48530 0.91188
N -2.99424 -1.81032 1.11500
C -3.06654 -2.53769 -0.07648
S -2.61396 -3.43697 -1.48839
H 1.91748 -0.02556 2.25628
H 1.42065 -1.85756 2.11797
H 3.16126 -1.29671 1.59899
H 1.91041 -1.70616 -0.55920
H 3.58740 0.35444 -0.33340
H 2.42992 0.47626 -1.82222
H 2.05267 1.52638 -0.19360
H -0.20683 -0.01000 -1.20123
H -0.41396 -1.70929 -0.31618
H -0.30291 1.32241 1.11318
H -0.62646 -0.25286 2.09733
H -2.16277 5.58909 1.87522
H -2.72872 4.11507 2.90802
H -0.82658 4.40888 2.49006
H 0.02398 4.54764 -0.33152
H -0.91974 3.80008 -1.79407
H 0.07813 2.62932 -0.60653
H -6.97253 1.64042 1.07916
H -8.01439 0.07051 1.09305
H -7.33836 1.69574 -1.21308
H -8.56604 0.59512 -0.92695
C 6.23396 -1.08588 -2.01082
Cl 7.70494 -2.04193 -2.32205
Cl 6.68498 0.48136 -1.29333
Cl 5.36927 -0.81024 -3.54405
Cl 5.17666 -1.97272 -0.88383
C -2.76604 3.83803 -4.65212
Cl -1.30642 3.27940 -5.50777
Cl -4.20871 3.44987 -5.62293
Cl -2.87672 3.02269 -3.07178
Cl -2.67230 5.60016 -4.40600
C 0.53396 -4.66197 4.35376
Cl 1.29727 -3.66097 5.61473
Cl 1.78956 -5.30747 3.26691
Cl -0.34232 -6.01253 5.11706
Cl -0.60866 -3.66691 3.41635
C 5.33396 1.29517 3.42162
Cl 5.65799 0.01416 4.61690
Cl 6.29673 2.73954 3.82324
Cl 5.77978 0.71744 1.79621
Cl 3.60135 1.70954 3.45012
C -7.26604 6.25255 -5.52428
Cl -6.94201 4.97154 -4.32900
Cl -6.30327 7.69692 -5.12266
Cl -6.82022 5.67482 -7.14970
Cl -8.99865 6.66692 -5.49578
C -1.09865 8.87448 -1.98871
Cl 0.49815 9.59827 -2.30657
Cl -0.89488 7.16601 -1.52608
Cl -1.89776 9.75735 -0.66340
Cl -2.10011 8.97631 -3.45880
C 10.00135 0.44491 2.68453
Cl 11.59815 1.16869 2.36667
Cl 10.20513 -1.26357 3.14716
Cl 9.20224 1.32777 4.00984
Cl 8.99989 0.54673 1.21444
C -3.49865 -2.44457 -5.64837
Cl -2.06870 -3.48544 -5.43272
Cl -4.90769 -3.20088 -4.86285
Cl -3.19101 -0.85231 -4.91042
Cl -3.82720 -2.23964 -7.38748
C 2.20135 -4.28160 -4.29652
Cl 0.78150 -4.95706 -5.13465
Cl 1.70530 -2.86694 -3.33365
Cl 2.89914 -5.51776 -3.21971
Cl 3.41946 -3.78466 -5.49806
C 8.20135 -5.95253 -3.48024
Cl 8.52538 -7.23354 -2.28495
Cl 9.16412 -4.50816 -3.07861
Cl 8.64716 -6.53027 -5.10565
Cl 6.46874 -5.53816 -3.45173
C 13.30135 4.30681 3.99339
Cl 13.82881 3.27165 5.34429
Cl 11.52104 4.34463 3.93414
Cl 13.92277 5.95927 4.23359
Cl 13.93278 3.65168 2.46154
C -8.89865 -5.17757 2.35589
Cl -9.61578 -6.80246 2.21402
Cl -7.46116 -5.06930 1.30882
Cl -10.09323 -3.95513 1.85278
Cl -8.42443 -4.88338 4.04794
C -7.29323 -7.57908 7.28507
Cl -8.20740 -8.50607 8.50148
Cl -7.08605 -5.90174 7.84906
Cl -5.69389 -8.32730 7.04682
Cl -8.18557 -7.58119 5.74294